No. 1
Here is 13 unconnected molecules or ions with the total composition C6H36NO13 from the OMol25 dataset. Energies are from ωB97M-V with the def2-TZVPD basis set.

Relative energy (zero: lowest compared OMol25 entry of this formula, charge and spin) in kJ/mol: 210.0
Frontier orbital gap in eV: 8.25
Calculated total energy in eV: -34914.529
LUMO energy in eV: 2.61
Charge: -1
F_max in eV Å⁻¹: 2.837

```
56
C6H36NO13, DFT ωB97M-V with the def2-TZVPD basis set
C -0.69 -0.72 2.80
O -0.69 0.72 2.79
C -1.26 -1.41 1.55
C -0.32 -1.60 0.36
C -0.11 -0.26 -0.29
C -0.56 -0.11 -1.53
N -0.43 1.06 -2.32
C -1.68 1.64 -2.78
H -1.44 -0.90 3.57
H 0.34 -1.07 2.96
H -1.52 -2.39 1.93
H -2.20 -0.88 1.35
H -0.49 -2.50 -0.24
H 0.57 -1.98 0.90
H 0.58 0.42 0.16
H -0.98 -0.93 -2.11
H 0.10 1.75 -1.79
H -2.18 2.36 -2.12
H -1.45 2.19 -3.69
H -2.46 0.89 -2.84
H 1.61 3.00 -1.01
H 0.59 2.30 0.06
O 1.59 2.30 -0.36
H -2.04 2.01 0.93
H -2.98 1.55 1.99
O -3.01 1.70 1.06
H 2.77 1.63 0.99
H 3.39 1.90 2.34
O 3.58 1.43 1.52
H -3.25 -2.21 -0.67
H -4.35 -3.32 -1.03
O -3.84 -2.90 -0.33
H 2.33 -0.51 0.72
H 3.86 -0.54 0.79
O 3.09 -1.06 0.55
H 0.74 -4.77 0.12
H -0.69 -5.22 0.56
O -0.11 -5.11 -0.21
H 2.65 -3.30 -0.63
H 2.24 -2.20 0.41
O 2.16 -3.14 0.19
H -4.17 2.36 -0.30
H -3.77 1.93 -1.74
O -4.41 2.45 -1.24
H 1.30 -0.01 -3.69
H 2.02 0.78 -4.61
O 1.59 -0.08 -4.59
H -0.32 3.14 1.44
H -0.42 1.14 1.92
O -0.58 2.41 0.86
H 0.70 1.28 3.71
H 2.14 0.60 3.74
O 1.52 1.17 4.23
H 3.11 0.45 -2.07
H 3.99 1.59 -1.79
O 3.83 0.96 -2.49
```

No. 2
Here is a molecular structure, C26H34NPb from the OMol25 dataset. Energies are from ωB97M-V with the def2-TZVPD basis set.

Frontier orbital gap (alpha / beta) in eV: 4.70 / 5.93
Calculated total energy in eV: -34242.281
LUMO energy (alpha / beta) in eV: -4.98 / -3.67
Charge: +1
F_max in eV Å⁻¹: 3.199

```
62
C26H34NPb, DFT ωB97M-V with the def2-TZVPD basis set
C 1.53 -3.19 0.31
C 2.45 -2.45 -0.48
C 1.93 -2.36 -1.80
C 0.65 -2.97 -1.80
C 0.40 -3.49 -0.50
Pb -0.11 -0.08 0.78
C -2.97 2.17 -0.36
C -2.72 1.71 0.90
H -2.71 2.43 1.73
C -2.43 0.34 1.22
H -2.78 -0.47 0.56
H -2.44 0.07 2.28
C -3.20 3.64 -0.58
H -2.59 4.24 0.09
H -2.98 3.94 -1.61
H -4.26 3.90 -0.38
C -3.19 1.23 -1.49
H -2.26 0.73 -1.81
H -3.91 0.44 -1.22
H -3.58 1.75 -2.37
C 3.73 -1.87 -0.02
H 3.74 -1.78 1.08
H 4.58 -2.50 -0.31
H 3.88 -0.87 -0.45
C 2.62 -1.73 -2.95
H 2.49 -0.64 -2.97
H 3.69 -1.94 -2.90
H 2.23 -2.13 -3.89
C -0.26 -3.06 -2.97
H -0.18 -2.17 -3.61
H -0.04 -3.94 -3.59
H -1.31 -3.15 -2.64
C -0.79 -4.25 -0.09
H -1.67 -3.94 -0.66
H -0.65 -5.33 -0.27
H -1.00 -4.12 0.98
C 1.72 -3.62 1.72
H 0.76 -3.80 2.21
H 2.30 -4.56 1.77
H 2.28 -2.88 2.30
C 0.11 1.44 -0.96
C -0.18 2.75 -0.71
C 0.32 0.98 -2.25
C -0.21 3.69 -1.76
H -0.28 3.03 0.34
C 0.23 1.89 -3.31
H 0.54 -0.08 -2.45
C 0.03 3.26 -3.06
H -0.43 4.73 -1.53
H 0.35 1.52 -4.34
H 0.05 3.98 -3.88
C 0.69 2.21 5.45
C 0.30 3.03 4.39
C 0.19 2.50 3.11
N 0.44 1.20 2.85
C 0.83 0.39 3.87
C 0.97 0.86 5.17
H 0.79 2.60 6.46
H 0.07 4.09 4.54
H -0.09 3.14 2.27
H 1.03 -0.66 3.63
H 1.30 0.17 5.94
```

No. 3
Here is 7 unconnected molecules or ions with the total composition C23H34Cl24FNO3S from the OMol25 dataset. Energies are from ωB97M-V with the def2-TZVPD basis set.

Frontier orbital gap in eV: 10.43
Calculated total energy in eV: -346122.173
LUMO energy in eV: -0.03
Charge: 0
F_max in eV Å⁻¹: 2.467

```
87
C23H34Cl24FNO3S, DFT ωB97M-V with the def2-TZVPD basis set
C 2.87 4.87 1.08
C 3.61 4.62 -0.22
C 3.30 3.22 -0.80
C 4.45 2.21 -0.61
C 3.95 0.75 -0.55
C 4.78 -0.13 0.39
C 4.15 -1.50 0.72
C 3.26 -2.08 -0.36
C 2.76 -3.49 0.00
C 1.44 -3.44 0.81
C 0.16 -3.62 -0.05
C -0.73 -2.36 -0.11
C -2.21 -2.73 -0.21
C -3.18 -1.64 0.22
N -3.21 -0.39 -0.60
C -4.51 0.35 -0.36
C -4.20 1.84 -0.33
C -4.20 2.51 1.00
O -5.25 2.70 -0.05
S -3.15 -0.79 -2.21
O -4.12 -1.77 -2.57
O -1.80 -0.97 -2.63
F -3.62 0.57 -2.82
H 1.79 4.88 0.89
H 3.06 4.08 1.81
H 3.16 5.82 1.54
H 3.30 5.36 -0.95
H 4.69 4.70 -0.09
H 3.11 3.31 -1.87
H 2.38 2.84 -0.35
H 5.11 2.30 -1.48
H 5.03 2.45 0.28
H 4.01 0.31 -1.55
H 2.91 0.71 -0.25
H 4.95 0.42 1.32
H 5.76 -0.30 -0.06
H 4.96 -2.21 0.90
H 3.59 -1.43 1.66
H 3.84 -2.15 -1.29
H 2.39 -1.46 -0.58
H 2.58 -4.06 -0.91
H 3.52 -4.02 0.58
H 1.48 -4.26 1.53
H 1.38 -2.50 1.37
H -0.40 -4.48 0.33
H 0.47 -3.88 -1.06
H -0.54 -1.78 0.79
H -0.41 -1.80 -0.99
H -2.38 -3.56 0.49
H -2.46 -3.14 -1.19
H -2.86 -1.35 1.23
H -4.19 -2.07 0.32
H -5.23 0.17 -1.16
H -4.91 0.08 0.61
H -3.46 2.19 -1.04
H -4.81 2.05 1.76
H -3.67 3.44 1.14
Cl 7.90 -2.07 0.09
C 7.37 -2.89 -1.38
Cl 6.19 -4.14 -0.96
Cl 6.63 -1.72 -2.47
Cl 8.76 -3.64 -2.17
Cl 1.85 9.12 -3.61
C 1.41 7.50 -3.07
Cl 1.53 7.41 -1.31
Cl -0.25 7.14 -3.56
Cl 2.51 6.32 -3.79
Cl 6.43 -3.55 2.94
C 6.52 -2.14 4.00
Cl 4.92 -1.41 4.15
Cl 7.10 -2.64 5.59
Cl 7.63 -0.94 3.31
Cl -9.22 0.56 -2.41
C -9.38 1.94 -1.31
Cl -10.15 3.28 -2.16
Cl -10.39 1.46 0.06
Cl -7.79 2.43 -0.72
Cl -5.20 1.84 4.69
C -4.67 0.16 4.85
Cl -3.49 0.03 6.15
Cl -6.06 -0.86 5.22
Cl -3.93 -0.37 3.33
Cl -7.94 -2.74 -2.22
C -7.78 -4.44 -1.79
Cl -6.62 -4.62 -0.46
Cl -9.35 -5.06 -1.27
Cl -7.21 -5.35 -3.19
```

No. 4
Here is a single C4H5NS molecule from the OMol25 dataset. Energies are from ωB97M-V with the def2-TZVPD basis set.

Relative energy (zero: lowest compared OMol25 entry of this formula, charge and spin) in kJ/mol: 272.6
Frontier orbital gap in eV: 9.10
Calculated total energy in eV: -16551.240
LUMO energy in eV: 1.01
Charge: 0
F_max in eV Å⁻¹: 5.443

```
11
C4H5NS, DFT ωB97M-V with the def2-TZVPD basis set
C 0.90 -1.39 1.16
C -0.23 -0.65 1.11
N -0.79 -0.10 -0.10
C -0.15 1.01 -0.78
C -0.09 -0.31 -1.41
S 1.39 -1.39 -0.69
H 1.47 -1.91 1.87
H -0.83 -0.41 1.97
H 0.77 1.43 -0.38
H -0.84 1.75 -1.17
H -0.60 -0.70 -2.27
```

No. 5
Here is 17 unconnected molecules or ions with the total composition C24H86N4O21 from the OMol25 dataset. Energies are from ωB97M-V with the def2-TZVPD basis set.

Relative energy (zero: lowest compared OMol25 entry of this formula, charge and spin) in kJ/mol: 17.7
Frontier orbital gap in eV: 7.77
Calculated total energy in eV: -75235.686
LUMO energy in eV: -0.61
Charge: 0
F_max in eV Å⁻¹: 2.744

```
135
C24H86N4O21, DFT ωB97M-V with the def2-TZVPD basis set
C -9.86 -17.98 15.38
O -9.01 -18.10 14.23
C -9.93 -17.96 13.07
C -9.12 -18.01 11.74
N -8.44 -19.29 11.56
C -7.69 -19.21 10.29
C -7.23 -20.63 9.89
O -8.28 -21.34 9.26
C -7.82 -22.51 8.51
H -10.60 -18.78 15.41
H -10.24 -16.96 15.43
H -9.21 -18.12 16.24
H -10.34 -16.95 13.03
H -10.77 -18.64 13.10
H -8.43 -17.17 11.68
H -9.87 -17.86 10.97
H -7.87 -19.64 12.32
H -6.72 -18.71 10.36
H -8.30 -18.77 9.51
H -6.85 -21.19 10.75
H -6.36 -20.62 9.23
H -6.95 -22.34 7.89
H -8.69 -22.74 7.88
H -7.63 -23.29 9.26
C -2.06 -16.43 10.25
O -3.40 -16.03 10.37
C -3.59 -14.96 11.35
C -5.03 -14.57 10.94
N -5.54 -13.33 11.55
C -6.81 -13.02 10.90
C -7.47 -11.76 11.44
O -6.73 -10.60 11.08
C -7.39 -9.40 11.46
H -1.61 -16.81 11.17
H -1.57 -15.53 9.88
H -2.03 -17.19 9.47
H -2.87 -14.16 11.19
H -3.59 -15.24 12.41
H -5.73 -15.30 11.36
H -4.99 -14.61 9.85
H -4.81 -12.64 11.43
H -7.52 -13.84 11.00
H -6.66 -12.88 9.83
H -7.55 -11.81 12.52
H -8.45 -11.75 10.95
H -8.42 -9.40 11.09
H -6.84 -8.55 11.05
H -7.36 -9.21 12.53
C -6.43 -20.28 21.73
O -6.71 -20.84 20.48
C -5.77 -20.46 19.53
C -6.37 -20.79 18.11
N -5.25 -21.02 17.14
C -5.72 -21.85 16.01
C -4.56 -22.22 15.07
O -3.82 -21.08 14.66
C -2.80 -21.30 13.70
H -6.64 -19.22 21.81
H -5.53 -20.46 22.32
H -7.22 -20.65 22.39
H -4.88 -21.08 19.60
H -5.46 -19.42 19.63
H -7.05 -20.02 17.73
H -7.04 -21.65 18.17
H -4.99 -20.09 16.83
H -6.63 -21.42 15.58
H -6.09 -22.81 16.37
H -5.00 -22.79 14.25
H -3.95 -22.97 15.57
H -3.15 -21.44 12.68
H -2.13 -22.16 13.81
H -2.27 -20.36 13.57
C -5.74 -13.97 18.10
O -5.37 -15.35 18.05
C -6.08 -16.05 17.05
C -5.78 -17.60 17.15
N -4.39 -17.96 16.99
C -3.97 -17.78 15.57
C -2.42 -17.94 15.50
O -1.69 -16.86 16.07
C -0.29 -17.03 16.01
H -5.70 -13.41 17.16
H -5.21 -13.39 18.85
H -6.78 -13.92 18.43
H -6.08 -15.63 16.04
H -7.14 -16.02 17.32
H -6.36 -18.12 16.39
H -6.08 -18.01 18.12
H -3.80 -17.40 17.60
H -4.27 -16.81 15.17
H -4.36 -18.53 14.89
H -2.09 -18.14 14.48
H -2.14 -18.88 15.98
H 0.04 -17.80 16.71
H 0.18 -16.13 16.38
H 0.11 -17.23 15.02
O -4.07 -19.84 9.38
H -3.74 -19.25 8.70
H -3.30 -20.35 9.64
O -4.20 -18.66 12.04
H -4.01 -19.19 11.27
H -3.97 -17.77 11.77
O -4.87 -16.87 8.14
H -4.25 -17.52 7.82
H -4.45 -16.50 8.92
O -6.06 -20.32 13.16
H -5.69 -20.61 14.00
H -5.32 -19.94 12.69
O -5.43 -13.91 14.21
H -5.49 -13.79 13.26
H -5.24 -13.04 14.55
O -7.87 -22.27 12.80
H -8.31 -22.05 11.99
H -7.44 -21.46 13.08
O -9.32 -14.36 16.34
H -8.95 -14.81 15.59
H -9.73 -15.05 16.86
O -9.76 -14.09 12.62
H -9.64 -14.40 11.72
H -9.01 -14.45 13.09
O -7.74 -15.22 14.19
H -7.34 -16.09 14.13
H -7.01 -14.61 14.14
O -6.48 -17.37 13.17
H -5.74 -17.91 12.89
H -7.13 -17.99 13.49
O -9.62 -15.25 10.16
H -10.12 -14.46 9.96
H -9.06 -15.38 9.39
O -10.08 -21.43 11.12
H -9.64 -20.57 11.13
H -10.08 -21.69 10.20
O -9.26 -22.52 15.42
H -8.94 -22.32 14.54
H -10.13 -22.12 15.45
```

- Look up the charge of the first one.
  -1

- F_max of number 3 (C23H34Cl24FNO3S)?
  2.467 eV Å⁻¹

- What is the charge in the fifth record?
  0